(1)
{"formula": "C14H9N2O10S3Zr", "method": "the ωB97M-V functional and the def2-TZVPD basis", "e_above_lowest_kj_mol": 0.00, "charge": 1, "homo_ev": -11.54, "homo_lumo_gap_ha": 0.250, "species": ["Zr", "O", "C", "O", "C", "C", "C", "C", "C", "N", "C", "O", "O", "H", "H", "H", "H", "H", "O", "S", "O", "O", "S", "O", "S", "O", "N", "C", "O", "C", "C", "C", "C", "C", "C", "H", "H", "H", "H"], "coordinates": [[-0.12606, -0.95426, -0.80470], [-2.01302, 1.82909, -3.51792], [-1.62196, 1.10341, -2.51447], [-0.51618, 0.57722, -2.42205], [-2.55190, 1.03741, -1.34735], [-3.81582, 1.59837, -1.24524], [-4.49266, 1.43433, -0.04920], [-3.89572, 0.74031, 1.00234], [-2.63031, 0.22513, 0.80561], [-1.99081, 0.38001, -0.34798], [-1.78450, -0.55236, 1.76891], [-2.13099, -0.70042, 3.01657], [-0.72844, -1.03194, 1.37612], [-1.36259, 1.78116, -4.24110], [-4.25183, 2.12876, -2.07935], [-5.48658, 1.84259, 0.07021], [-4.43309, 0.60979, 1.93252], [-2.97074, -0.27397, 3.23641], [-1.67307, -4.04381, -2.55856], [-1.63920, -2.64008, -2.36831], [-1.74251, -2.24932, -0.85295], [-0.20464, -2.05494, -2.54535], [-2.91529, -1.57046, -3.35666], [2.59134, 2.10209, -1.37738], [2.17739, 1.04097, -0.53659], [0.79739, 1.11267, 0.02784], [2.09124, -0.46260, -1.17922], [2.34192, -1.29425, -0.12923], [1.54080, -2.23862, 0.05788], [3.31202, -0.75852, 0.85333], [4.05954, -1.38985, 1.82657], [4.83800, -0.58692, 2.65510], [4.84005, 0.79883, 2.52882], [4.06011, 1.43981, 1.56955], [3.31354, 0.62867, 0.74583], [4.05316, -2.46653, 1.92474], [5.45651, -1.04775, 3.41292], [5.45846, 1.38952, 3.19071], [4.04645, 2.51645, 1.47166]], "forces_ev_per_angstrom": [[0.339, 0.119, -0.114], [-0.006, -0.056, -0.042], [0.019, -0.008, 0.029], [-0.042, 0.070, -0.026], [0.007, -0.007, 0.001], [-0.001, 0.000, 0.007], [-0.009, 0.006, -0.008], [0.001, -0.009, 0.015], [-0.014, 0.027, -0.026], [0.020, 0.032, 0.048], [0.019, -0.007, 0.007], [-0.009, -0.039, -0.007], [-0.119, 0.016, 0.013], [-0.009, 0.011, 0.012], [0.011, -0.003, -0.010], [0.000, -0.003, 0.010], [-0.001, 0.000, -0.001], [-0.007, 0.001, 0.001], [0.017, -0.009, 0.012], [-0.041, -0.058, -0.008], [-0.010, -0.049, -0.011], [-0.081, 0.044, 0.087], [0.035, 0.000, 0.038], [-0.003, -0.005, -0.012], [0.012, 0.022, 0.047], [0.004, -0.018, -0.012], [-0.071, -0.061, -0.006], [-0.026, -0.041, 0.024], [-0.012, 0.030, -0.067], [-0.019, 0.000, -0.006], [0.007, 0.004, 0.008], [-0.006, 0.004, -0.007], [0.008, -0.005, 0.009], [-0.015, -0.003, -0.011], [0.002, -0.003, 0.005], [0.001, -0.001, -0.001], [-0.002, -0.007, -0.002], [-0.002, 0.006, -0.005], [0.007, 0.000, 0.007]]}

=====

(2)
{"formula": "C6H10N2OS", "method": "the ωB97M-V functional and the def2-TZVPD basis", "e_above_lowest_kj_mol": 291.95, "charge": 0, "homo_ev": -8.83, "homo_lumo_gap_ha": 0.331, "species": ["C", "C", "C", "C", "C", "C", "N", "N", "O", "S", "H", "H", "H", "H", "H", "H", "H", "H", "H", "H"], "coordinates": [[-1.25991, -1.20187, 1.09372], [-1.99064, 1.52247, 0.51020], [2.37849, -0.78541, -1.82456], [0.20239, 0.71561, 2.03828], [1.33474, -1.27539, -0.90097], [-0.51796, -0.00858, 0.88835], [-1.88429, -2.13364, 1.25754], [-2.64305, 1.12509, -0.55315], [-1.74420, 2.57971, 0.96317], [0.19023, 0.15076, -0.78414], [3.09421, -1.55818, -2.11735], [2.10642, -0.26417, -2.82255], [2.92522, -0.07597, -1.30437], [-0.08713, 1.82395, 1.81695], [1.25182, 0.68259, 1.86590], [-0.00649, 0.53076, 3.02425], [1.71819, -1.59292, 0.13529], [0.79738, -2.14346, -1.29576], [-2.51236, 0.23622, -0.96383], [-3.35305, 1.67244, -1.02697]], "forces_ev_per_angstrom": [[1.206, 1.775, -0.069], [3.120, -2.034, -0.799], [0.933, -0.368, -2.709], [-0.379, 2.448, -3.961], [-1.113, -0.725, 1.166], [-1.665, 2.911, -0.102], [-1.345, -2.108, 0.274], [-1.827, 0.409, -0.615], [-0.659, 0.449, 0.925], [-0.048, -0.568, 1.172], [-0.139, -0.177, 0.062], [-0.338, -0.987, 1.698], [1.291, 1.581, 0.897], [0.693, -1.654, 0.785], [0.993, -0.212, 0.021], [-0.948, -1.023, 2.193], [-0.341, 0.764, -1.535], [-0.046, 0.176, 0.080], [0.357, -1.038, 0.140], [0.254, 0.378, 0.378]]}

=====

(3)
{"formula": "C3H11O2S", "method": "the ωB97M-V functional and the def2-TZVPD basis", "e_above_lowest_kj_mol": 33.51, "charge": 0, "homo_ev": [-9.79, -9.40], "s_squared": 0.753, "homo_lumo_gap_ha": [0.384, 0.260], "multiplicity": 2, "species": ["C", "C", "C", "S", "H", "H", "H", "H", "H", "H", "H", "H", "H", "O", "H", "H", "O"], "coordinates": [[-1.16485, 0.77291, -2.26194], [-1.67382, 0.23251, -0.89959], [-0.98543, 0.99518, 0.26665], [-0.69951, 0.06165, 1.78245], [-1.05518, 0.00007, -3.02163], [-0.25412, 1.34624, -2.14838], [-2.00049, 1.33831, -2.68303], [-2.74172, 0.40147, -0.86986], [-1.49463, -0.81330, -0.65833], [-1.41552, 1.95332, 0.53909], [0.05284, 1.11034, -0.07557], [0.54916, -1.82274, 0.95142], [2.11832, -1.60447, 0.84464], [1.34279, -2.05715, 0.47724], [2.28323, -0.32349, -1.12077], [2.63300, 0.79285, -0.25616], [3.04935, 0.20110, -0.86555]], "forces_ev_per_angstrom": [[-1.296, -0.810, 0.072], [0.492, 0.639, 0.590], [0.166, -0.837, -0.137], [-0.337, 0.170, -0.010], [0.457, -0.270, 0.240], [0.071, 0.192, -0.267], [0.502, 0.651, 0.056], [-0.308, -0.155, 0.249], [0.095, -0.171, -0.641], [0.068, 0.194, -0.273], [0.005, 0.476, 0.201], [-0.205, 0.381, 0.540], [-0.594, -0.130, 0.101], [0.909, -0.278, -0.787], [0.103, -0.503, -0.297], [-0.008, 0.905, 0.729], [-0.119, -0.453, -0.367]]}